Computed, not measured: a 2-piece molecular cluster, CH2ClNO2 overall in a non-equilibrium geometry, with wB97M-V/def2-TZVPD.

Output
Spin multiplicity = 1
Gap between HOMO and LUMO (spin up / spin down) = 8.78 / 9.00 eV
Charge = 0
E_HOMO (spin up / spin down) = -10.2 / -10.8 eV
Energy above the lowest of the compared OMol25 structures with the same formula, charge and spin = 149.7 kcal per mole
Energy = -19169.93030 eV
Strongest force on any atom = 0.0601 Eh/bohr
Lowest unoccupied orbital energy (spin up / spin down) = -1.40 / -1.80 eV

```
7
Properties=species:S:1:pos:R:3:lowdin_charge:R:1
C 0.187 -0.391 0.320 -0.550
N -0.588 0.703 -0.221 -0.513
O -0.164 1.339 -1.147 0.070
O -1.626 0.901 0.372 0.082
Cl 1.702 0.118 0.946 0.643
H -0.376 -1.066 0.948 0.063
H 0.865 -1.603 -1.217 0.206
```

***

Computed, not measured: an isolated molecule of C16H19N5O in a non-equilibrium geometry, with wB97M-V/def2-TZVPD.

Output
Spin multiplicity = 1
Gap between HOMO and LUMO = 8.45 eV
Charge = 0
E_HOMO = -7.9 eV
Energy above the lowest of the compared OMol25 structures with the same formula, charge and spin = 45.2 kcal per mole
Energy = -26397.58239 eV
Strongest force on any atom = 0.0244 Eh/bohr
Lowest unoccupied orbital energy = 0.59 eV
Structure (SMILES) = C/C(=N\Nc1cc(N2CCOCC2)ncn1)c1ccccc1

```
41
Properties=species:S:1:pos:R:3:lowdin_charge:R:1
C 3.588 -0.483 1.728 -0.027
C 2.324 -1.305 1.821 -0.279
N 1.206 -0.996 1.288 0.089
N 1.022 0.095 0.548 0.026
C -0.209 0.407 0.042 -0.311
C -0.361 1.542 -0.753 0.045
C -1.645 1.808 -1.240 -0.290
N -1.968 2.904 -1.977 -0.075
C -3.285 3.007 -2.574 -0.130
C -3.205 2.631 -4.057 -0.181
O -2.261 3.432 -4.739 -0.133
C -0.983 3.317 -4.162 -0.187
C -1.009 3.723 -2.681 -0.124
N -2.664 0.982 -0.931 0.115
C -2.394 -0.055 -0.170 -0.218
N -1.232 -0.402 0.336 0.125
C 2.345 -2.566 2.566 -0.179
C 1.138 -3.144 2.968 -0.027
C 1.125 -4.333 3.667 -0.081
C 2.315 -4.974 3.978 -0.095
C 3.516 -4.418 3.573 -0.091
C 3.535 -3.225 2.874 -0.046
H 4.172 -0.771 0.853 0.092
H 4.197 -0.627 2.616 0.076
H 3.358 0.580 1.653 0.067
H 1.787 0.738 0.342 0.138
H 0.488 2.173 -0.961 0.092
H -3.956 2.335 -2.042 0.109
H -3.625 4.043 -2.475 0.129
H -4.160 2.800 -4.555 0.126
H -2.929 1.569 -4.145 0.130
H -0.622 2.280 -4.245 0.130
H -0.328 3.976 -4.736 0.126
H -1.334 4.767 -2.603 0.132
H -0.015 3.634 -2.248 0.108
H -3.231 -0.701 0.062 0.108
H 0.221 -2.637 2.714 0.107
H 0.184 -4.766 3.975 0.102
H 2.306 -5.904 4.528 0.099
H 4.447 -4.918 3.802 0.101
H 4.484 -2.823 2.553 0.102
```

***

Computed, not measured: C8H8NO5 as an isolated structure in a non-equilibrium geometry, with wB97M-V/def2-TZVPD.

Output
Spin multiplicity = 1
Gap between HOMO and LUMO = 7.39 eV
Charge = -1
E_HOMO = -3.8 eV
Energy above the lowest of the compared OMol25 structures with the same formula, charge and spin = 0.0 kcal per mole
Energy = -20152.34277 eV
Strongest force on any atom = 0.0880 Eh/bohr
Lowest unoccupied orbital energy = 3.57 eV

```
22
Properties=species:S:1:pos:R:3:lowdin_charge:R:1
C -0.686 -0.165 2.822 -0.071
C 0.435 0.507 2.268 -0.043
C -1.821 0.401 2.178 -0.113
C -0.091 1.540 1.456 -0.262
C 1.159 1.678 -1.095 -0.382
C 1.496 -0.630 -1.416 -0.638
C 0.066 -2.148 -2.452 -0.166
C 0.707 2.452 0.636 -0.162
N 1.529 0.492 -0.747 0.160
O 0.817 2.393 -2.024 0.010
O 2.350 -1.428 -1.625 0.074
O -1.450 1.502 1.423 0.034
O 0.167 3.795 0.334 -0.087
O 0.219 -1.014 -1.717 -0.024
H -0.744 -1.016 3.407 0.058
H 1.458 0.282 2.305 0.084
H -2.856 0.285 2.444 0.090
H 0.031 -3.203 -1.988 0.104
H 0.805 -2.358 -3.221 0.076
H -0.884 -2.128 -2.986 0.075
H 1.776 2.371 0.988 0.126
H 0.054 3.874 -0.628 0.056
```

***

Computed, not measured: a 3-piece molecular cluster, C4H11NO2 overall in a non-equilibrium geometry, with wB97M-V/def2-TZVPD.

Output
Spin multiplicity = 2
Gap between HOMO and LUMO (spin up / spin down) = 4.78 / 7.10 eV
Charge = -1
E_HOMO (spin up / spin down) = -0.9 / -3.2 eV
Energy above the lowest of the compared OMol25 structures with the same formula, charge and spin = 38.5 kcal per mole
Energy = -9909.76982 eV
Strongest force on any atom = 0.0461 Eh/bohr
Lowest unoccupied orbital energy (spin up / spin down) = 3.91 / 3.90 eV

```
18
Properties=species:S:1:pos:R:3:lowdin_charge:R:1
C -0.823 -2.010 0.019 -0.089
C -1.332 -0.535 -0.114 -0.502
C -1.971 -0.236 -1.269 -0.059
C -0.629 1.587 0.541 -0.198
N -0.950 0.329 0.907 -0.141
H -1.196 -2.663 -0.780 0.049
H 0.248 -2.042 -0.065 0.029
H -1.078 -2.429 0.999 0.057
H -2.538 0.687 -1.353 0.016
H -2.211 -1.057 -1.933 0.005
H 0.236 2.021 1.051 0.011
H -1.096 2.192 -0.236 0.009
H 2.053 -0.556 1.576 0.057
H 0.803 -0.061 0.840 0.016
O 1.770 -0.330 0.675 -0.121
H 2.462 1.097 0.094 -0.022
H 3.548 2.007 -0.709 0.006
O 2.706 1.998 -0.243 -0.123
```

***

Computed, not measured: an isolated molecule of C24H24FNO6, with wB97M-V/def2-TZVPD.

Output
Spin multiplicity = 1
Gap between HOMO and LUMO = 8.40 eV
Charge = 0
E_HOMO = -8.1 eV
Energy above the lowest of the compared OMol25 structures with the same formula, charge and spin = 0.0 kcal per mole
Energy = -41769.55762 eV
Strongest force on any atom = 0.0149 Eh/bohr
Lowest unoccupied orbital energy = 0.29 eV
Structure (SMILES) = COC(=O)C1=CN(Cc2ccc(OC)c(OC)c2)C=C(C(=O)OC)C1c1cccc(F)c1

```
56
Properties=species:S:1:pos:R:3:lowdin_charge:R:1
C -0.678 -2.105 4.362 -0.051
O -0.423 -1.161 3.333 -0.050
C -1.506 -0.780 2.619 -0.450
O -2.615 -1.204 2.847 0.111
C -1.187 0.198 1.577 -0.046
C 0.032 0.761 1.490 0.020
N 0.319 1.779 0.623 -0.086
C 1.676 2.258 0.519 -0.096
C 2.623 1.198 0.000 -0.209
C 2.184 0.155 -0.789 -0.028
C 3.079 -0.797 -1.259 0.000
C 4.426 -0.715 -0.954 -0.201
O 5.381 -1.590 -1.363 -0.063
C 4.991 -2.680 -2.161 -0.082
C 4.884 0.355 -0.150 -0.193
O 6.219 0.364 0.104 -0.061
C 6.745 1.398 0.898 -0.082
C 3.978 1.289 0.316 0.026
C -0.710 2.359 -0.057 0.014
C -1.966 1.870 -0.047 -0.084
C -3.006 2.604 -0.771 -0.464
O -2.827 3.637 -1.378 0.096
O -4.201 1.992 -0.696 -0.033
C -5.264 2.629 -1.383 -0.045
C -2.298 0.553 0.607 -0.154
C -2.434 -0.557 -0.420 -0.154
C -1.715 -0.534 -1.608 -0.034
C -1.820 -1.569 -2.521 -0.070
C -2.643 -2.650 -2.264 -0.018
C -3.354 -2.660 -1.078 -0.261
F -4.164 -3.710 -0.817 0.056
C -3.267 -1.636 -0.155 0.054
H -1.364 -1.686 5.101 0.097
H 0.284 -2.326 4.816 0.092
H -1.124 -3.011 3.946 0.097
H 0.837 0.456 2.140 0.150
H 2.022 2.601 1.502 0.134
H 1.684 3.118 -0.157 0.137
H 1.141 0.057 -1.044 0.098
H 2.703 -1.603 -1.868 0.106
H 4.278 -3.328 -1.639 0.097
H 4.554 -2.350 -3.109 0.097
H 5.904 -3.239 -2.361 0.095
H 6.317 1.390 1.906 0.097
H 7.814 1.204 0.961 0.095
H 6.583 2.380 0.442 0.097
H 4.311 2.109 0.934 0.110
H -0.492 3.271 -0.595 0.145
H -6.151 2.031 -1.190 0.094
H -5.054 2.667 -2.455 0.099
H -5.399 3.649 -1.017 0.097
H -3.245 0.621 1.154 0.153
H -1.080 0.310 -1.834 0.107
H -1.257 -1.532 -3.443 0.104
H -2.741 -3.468 -2.960 0.114
H -3.830 -1.687 0.763 0.123
```

***

Computed, not measured: C28H81F10HfN5O15PS as an isolated structure in a non-equilibrium geometry, with wB97M-V/def2-TZVPD.

Output
Spin multiplicity = 1
Gap between HOMO and LUMO = 8.55 eV
Charge = +1
E_HOMO = -11.1 eV
Energy = -117117.99071 eV
Strongest force on any atom = 0.0679 Eh/bohr
Lowest unoccupied orbital energy = -2.59 eV

```
142
Properties=species:S:1:pos:R:3:lowdin_charge:R:1
Hf -0.466 0.203 -0.591 2.154
P -0.352 -1.378 4.232 0.251
F -1.728 -0.587 4.785 -0.190
F 0.349 0.055 3.782 -0.184
F 0.397 -1.382 5.696 -0.155
F 0.939 -2.115 3.603 -0.173
F -1.012 -2.831 4.575 -0.159
F -0.971 -1.248 2.761 -0.177
F -0.392 1.918 0.960 -0.425
C 1.644 1.202 -4.861 -0.667
F 1.989 2.434 -4.502 0.132
F 1.821 0.989 -6.126 0.207
F 2.412 0.344 -4.192 0.128
S -0.164 1.061 -4.290 0.600
O -0.763 2.362 -4.473 -0.290
O -0.826 0.001 -5.094 -0.296
O -0.051 0.790 -2.822 -0.459
C 1.384 -4.738 -0.296 -0.148
O 1.621 -3.586 0.411 -0.142
H 0.459 -4.674 -0.868 0.070
H 2.138 -4.929 -1.059 0.076
H 1.364 -5.603 0.367 0.106
H 2.223 -3.820 1.120 0.113
C -0.765 3.532 4.072 -0.161
O -0.756 4.096 2.789 -0.143
H -0.302 4.148 4.843 0.081
H -1.777 3.292 4.401 0.069
H -0.346 2.526 4.062 0.064
H -0.678 3.440 2.092 0.015
C 0.633 -2.197 -2.918 -0.106
O 1.077 -1.367 -1.873 -0.221
H 1.319 -2.011 -3.745 0.094
H 0.866 -3.231 -2.663 0.081
H -0.402 -2.065 -3.234 0.085
H 2.015 -1.566 -1.829 0.031
C -3.243 0.832 1.621 -0.096
O -2.560 -0.087 0.745 -0.235
H -4.329 0.745 1.576 0.087
H -2.967 0.704 2.667 0.083
H -2.995 1.884 1.478 0.069
H -2.930 -0.936 0.999 0.020
C -0.486 5.098 -2.442 -0.087
O -0.593 4.633 -1.059 -0.165
H -1.046 6.027 -2.333 0.086
H 0.553 5.283 -2.712 0.092
H -1.146 4.488 -3.059 0.061
H -0.728 5.469 -0.606 0.084
C -3.814 3.565 -0.893 -0.022
C -3.366 2.225 -1.538 -0.348
C -3.825 2.078 -3.002 -0.164
O -3.566 0.758 -3.441 -0.232
C -4.131 0.595 -4.771 -0.020
N -1.901 2.113 -1.373 0.018
H -4.893 3.712 -0.944 0.091
H -3.304 4.403 -1.368 0.076
H -3.446 3.664 0.128 0.079
H -3.878 1.469 -0.943 0.123
H -3.265 2.715 -3.687 0.129
H -4.868 2.383 -3.082 0.135
H -5.100 1.088 -4.841 0.097
H -4.282 -0.476 -4.902 0.099
H -3.377 0.948 -5.475 0.094
H -1.622 2.838 -0.728 0.041
H -1.633 2.593 -2.220 0.050
C 4.961 -1.657 -2.933 -0.068
C 4.405 -2.896 -2.309 -0.373
C 5.406 -3.939 -1.822 -0.177
O 4.754 -5.056 -1.202 -0.210
C 5.655 -6.060 -0.815 -0.103
N 3.603 -2.305 -1.197 0.057
H 5.694 -1.950 -3.685 0.086
H 5.595 -1.020 -2.318 0.088
H 4.286 -0.936 -3.393 0.066
H 3.736 -3.378 -3.022 0.145
H 6.125 -3.536 -1.108 0.132
H 6.024 -4.315 -2.638 0.128
H 6.304 -6.378 -1.630 0.095
H 5.074 -6.907 -0.448 0.092
H 6.177 -5.695 0.070 0.092
H 3.199 -3.089 -0.704 0.037
H 4.227 -1.910 -0.508 0.082
C 2.308 4.591 1.784 -0.047
C 3.766 4.984 2.085 -0.385
C 4.647 3.739 1.760 -0.216
O 4.355 2.571 2.461 -0.220
C 4.550 2.621 3.830 -0.105
N 4.153 6.162 1.253 0.038
H 2.164 3.521 1.931 0.065
H 1.967 4.743 0.760 0.066
H 1.561 5.043 2.437 0.070
H 3.941 5.164 3.146 0.123
H 5.702 3.991 1.861 0.123
H 4.595 3.461 0.707 0.112
H 3.822 3.315 4.248 0.091
H 5.584 2.874 4.067 0.098
H 4.368 1.700 4.384 0.091
H 3.491 6.879 1.513 0.066
H 4.999 6.565 1.631 0.064
C -5.157 -1.380 3.657 -0.061
C -4.941 -2.557 2.731 -0.381
C -6.330 -3.307 2.522 -0.212
O -6.225 -4.392 1.648 -0.185
C -7.479 -5.113 1.522 -0.077
N -4.357 -2.113 1.460 0.061
H -5.855 -0.617 3.311 0.084
H -4.253 -0.840 3.937 0.063
H -5.498 -1.746 4.625 0.089
H -4.227 -3.248 3.180 0.147
H -7.002 -2.539 2.139 0.125
H -6.593 -3.599 3.539 0.129
H -8.205 -4.569 0.918 0.085
H -7.990 -5.442 2.426 0.089
H -7.174 -6.009 0.981 0.087
H -5.207 -1.754 1.049 0.092
H -4.227 -2.984 0.967 0.061
C 3.314 -0.488 2.115 -0.012
C 2.191 0.202 1.286 -0.368
C 2.721 0.890 -0.013 -0.175
O 1.641 1.283 -0.803 -0.308
C 2.103 2.451 -1.620 0.009
N 1.250 -0.826 0.989 0.025
H 4.114 0.164 2.466 0.069
H 3.793 -1.369 1.688 0.073
H 2.935 -0.860 3.067 0.082
H 1.746 0.951 1.941 0.127
H 3.333 0.280 -0.678 0.118
H 3.433 1.670 0.256 0.110
H 2.399 3.286 -0.985 0.089
H 1.267 2.791 -2.231 0.068
H 3.014 2.245 -2.183 0.105
H 1.105 -1.124 1.943 0.045
H 1.826 -1.623 0.759 0.053
C -2.846 -2.016 -1.668 -0.153
C -1.958 -2.905 -0.776 -0.179
O -1.005 -2.174 0.023 -0.125
O -2.236 -0.735 -1.964 -0.168
H -3.819 -1.835 -1.210 0.117
H -3.018 -2.592 -2.578 0.138
H -1.568 -3.724 -1.382 0.118
H -2.794 -3.343 -0.230 0.106
H -0.725 -2.876 0.615 0.108
H -2.855 -0.288 -2.547 0.027
```

***

> Number 4 is which compound?

C4H11NO2

***

> Among the records above, which one has the highest strongest force on any atom?

C8H8NO5

***

Repeat the third record exactly.
Computed, not measured: C8H8NO5 as an isolated structure in a non-equilibrium geometry, with wB97M-V/def2-TZVPD.

Output
Spin multiplicity = 1
Gap between HOMO and LUMO = 7.39 eV
Charge = -1
E_HOMO = -3.8 eV
Energy above the lowest of the compared OMol25 structures with the same formula, charge and spin = 0.0 kcal per mole
Energy = -20152.34277 eV
Strongest force on any atom = 0.0880 Eh/bohr
Lowest unoccupied orbital energy = 3.57 eV

```
22
Properties=species:S:1:pos:R:3:lowdin_charge:R:1
C -0.686 -0.165 2.822 -0.071
C 0.435 0.507 2.268 -0.043
C -1.821 0.401 2.178 -0.113
C -0.091 1.540 1.456 -0.262
C 1.159 1.678 -1.095 -0.382
C 1.496 -0.630 -1.416 -0.638
C 0.066 -2.148 -2.452 -0.166
C 0.707 2.452 0.636 -0.162
N 1.529 0.492 -0.747 0.160
O 0.817 2.393 -2.024 0.010
O 2.350 -1.428 -1.625 0.074
O -1.450 1.502 1.423 0.034
O 0.167 3.795 0.334 -0.087
O 0.219 -1.014 -1.717 -0.024
H -0.744 -1.016 3.407 0.058
H 1.458 0.282 2.305 0.084
H -2.856 0.285 2.444 0.090
H 0.031 -3.203 -1.988 0.104
H 0.805 -2.358 -3.221 0.076
H -0.884 -2.128 -2.986 0.075
H 1.776 2.371 0.988 0.126
H 0.054 3.874 -0.628 0.056
```

***

> Which value of charge does entry 2 give?

0